No. 1
{"formula": "C27H49FN5O5S2", "method": "ωB97M-V/def2-TZVPD", "elements": ["C", "C", "C", "O", "O", "C", "C", "N", "C", "C", "C", "F", "C", "S", "C", "C", "C", "C", "C", "C", "C", "C", "S", "C", "N", "N", "C", "O", "H", "H", "H", "H", "H", "H", "H", "H", "H", "H", "H", "H", "H", "H", "H", "H", "H", "H", "H", "H", "H", "H", "H", "H", "H", "H", "H", "C", "C", "C", "O", "C", "N", "H", "H", "H", "H", "H", "H", "H", "H", "H", "H", "H", "C", "C", "C", "O", "C", "N", "H", "H", "H", "H", "H", "H", "H", "H", "H", "H", "H"], "xyz": [[-4.69241, 1.79718, 0.79246], [-5.25223, 2.48612, -0.59110], [-4.09597, 2.21708, -1.76753], [-2.92929, 2.85903, -1.65819], [-4.48495, 1.28351, -2.83890], [-4.07950, -0.11381, -2.47097], [-2.50389, -0.25171, -2.90247], [-1.83756, -1.54836, -2.49280], [-1.69103, -2.60503, -3.60813], [-0.94894, -4.07010, -3.38298], [-0.33449, -4.41751, -1.90335], [0.37103, -5.71431, -1.69860], [-0.52889, -3.26507, -0.72600], [0.19871, -3.69529, 0.96639], [-1.29112, -1.83047, -1.07734], [-1.44241, -0.71183, 0.15422], [-0.43182, 0.57113, -0.06287], [0.39607, 1.02296, 1.28116], [1.70823, 1.93063, 0.81906], [1.32174, 3.42018, 0.25359], [0.89738, 3.47609, -1.32906], [1.89495, 2.66496, -2.34642], [3.47992, 3.66193, -2.66373], [4.89311, 2.43832, -2.42715], [5.96608, 1.98081, -3.39912], [6.70114, 1.06007, -2.64389], [6.13468, 0.94376, -1.23158], [4.95750, 1.82644, -1.06821], [-5.19943, 0.71929, 0.85294], [-3.53047, 1.67546, 0.70663], [-5.00821, 2.48739, 1.68891], [-5.40126, 3.64649, -0.53744], [-6.26110, 1.98587, -0.96538], [-4.81594, -0.81450, -3.05171], [-4.28945, -0.21213, -1.32313], [-2.43991, -0.19061, -4.09200], [-1.85609, 0.62143, -2.46672], [-2.10241, -2.38651, -4.70723], [-0.88114, -4.80096, -4.31968], [1.29498, -2.78935, 1.11060], [-1.23546, -1.19943, 1.22378], [-2.56451, -0.31187, 0.22445], [0.32646, 0.43972, -0.94990], [-1.13683, 1.49281, -0.33985], [-0.35774, 1.67271, 1.93958], [0.71726, 0.08113, 1.94014], [2.35501, 2.10554, 1.80715], [2.38727, 1.31664, 0.08995], [2.22783, 4.18025, 0.40369], [0.40913, 3.82718, 0.87770], [-0.21869, 3.13917, -1.43477], [0.91968, 4.62609, -1.64738], [2.09941, 1.54752, -2.05854], [1.33944, 2.63082, -3.40239], [6.53771, 0.22939, -0.37827], [2.65815, -8.85551, -0.42196], [2.55421, -7.55964, 0.37813], [3.81002, -6.66447, 0.27008], [4.91809, -7.10753, 1.05921], [5.69610, -8.12893, 0.45440], [2.24467, -7.88611, 1.77890], [3.30161, -9.59687, 0.05758], [1.66999, -9.31646, -0.52872], [3.04516, -8.66436, -1.42744], [1.71099, -6.99294, -0.03490], [3.55074, -5.67282, 0.66038], [4.11065, -6.51570, -0.77417], [5.75541, -8.01725, -0.63167], [5.29305, -9.10982, 0.71710], [6.70928, -8.07189, 0.86329], [2.08494, -7.01783, 2.28860], [3.10196, -8.25793, 2.19957], [-1.95529, 7.43170, 3.58395], [-2.35915, 6.08354, 4.17522], [-1.73511, 4.87487, 3.44053], [-2.35989, 4.55794, 2.19311], [-1.91608, 5.34598, 1.09933], [-3.82743, 5.99546, 4.20586], [-2.47488, 7.65501, 2.64919], [-2.19823, 8.24071, 4.28167], [-0.87813, 7.46904, 3.39515], [-1.99407, 6.06302, 5.20917], [-1.87530, 3.98880, 4.07150], [-0.65226, 4.99494, 3.31407], [-0.85649, 5.60442, 1.17701], [-2.52563, 6.24906, 1.01862], [-2.06440, 4.76868, 0.18189], [-4.09273, 5.13567, 4.68503], [-4.14153, 5.84098, 3.24271]], "forces_ev_per_angstrom": [[-0.63, -0.10, -0.66], [0.38, -0.62, -1.50], [3.48, 3.10, 1.52], [-6.88, -4.60, -1.42], [1.86, 0.28, 2.39], [-0.28, 0.66, 0.32], [-0.12, 0.93, -0.65], [1.93, -4.48, 0.26], [1.97, -2.34, 2.80], [-0.59, 2.89, 2.54], [-1.26, 2.26, -1.21], [-2.73, 5.06, -0.62], [-0.33, 0.15, -3.47], [0.02, 1.33, -1.63], [0.48, -2.36, -0.84], [-0.29, -0.06, -0.16], [-0.45, 1.05, -0.02], [-0.30, 0.22, -0.27], [0.07, 0.16, 1.44], [0.13, 0.16, -0.25], [0.25, 0.73, 0.33], [-1.69, -0.44, -0.90], [1.13, -2.18, 0.56], [1.62, -1.43, -0.73], [-3.95, 0.08, 6.89], [-3.14, 0.68, 5.20], [0.19, 1.51, -4.63], [3.92, -1.18, -4.80], [1.16, 2.39, 0.19], [-2.24, 0.47, 0.47], [0.82, -1.67, -1.67], [0.48, -2.31, 0.02], [2.19, 1.12, 0.89], [1.68, 1.30, 1.02], [0.70, -0.22, -2.09], [-0.14, -0.12, 2.74], [-1.49, -1.56, -0.74], [0.93, -0.19, 2.92], [-0.11, 1.76, 2.42], [-1.48, -0.89, -0.69], [-0.29, 0.59, -2.72], [2.41, -1.06, -0.49], [-1.52, -0.06, 1.67], [1.62, -1.98, 0.41], [1.79, -1.34, -1.32], [-0.56, 2.00, -1.56], [-1.37, -0.42, -2.16], [-1.34, 1.20, 1.29], [-1.89, -1.86, -0.22], [1.85, -0.81, -1.18], [2.17, 0.41, -0.09], [-0.07, -2.49, 0.60], [-0.17, 2.33, -0.36], [1.27, 0.05, 2.25], [-1.17, 1.91, -2.03], [-0.19, -0.13, -0.20], [0.37, -0.25, 0.19], [-0.02, 0.03, 0.35], [-0.38, 0.26, -0.61], [0.16, -0.10, 0.40], [0.28, 0.27, -0.01], [-0.03, 0.15, 0.00], [0.15, 0.10, 0.09], [0.01, -0.03, 0.07], [0.13, 0.07, 0.11], [0.07, -0.10, 0.09], [0.06, -0.17, -0.04], [-0.10, -0.01, 0.00], [0.06, -0.06, -0.23], [-0.16, 0.11, -0.03], [-0.09, -0.14, -0.04], [-0.32, 0.01, -0.14], [0.11, 0.25, 0.13], [-0.14, 0.04, -0.42], [-0.27, -0.14, 0.26], [0.52, -0.01, 0.24], [-0.42, -0.09, -0.21], [0.13, -0.40, -0.20], [0.02, -0.11, 0.07], [-0.01, -0.19, -0.11], [-0.08, 0.00, -0.01], [-0.04, -0.14, -0.11], [-0.09, 0.06, -0.13], [0.00, 0.14, -0.13], [-0.05, 0.11, 0.10], [0.23, 0.12, -0.06], [0.00, -0.06, 0.12], [-0.02, 0.19, 0.08], [0.07, 0.19, 0.30]], "e_tot_ev": -70843.758, "charge": 1, "fmax_ha_per_bohr": 0.16324, "lumo_ev": -5.191}

No. 2
{"formula": "C27H50BrCl16NO5P2", "method": "ωB97M-V/def2-TZVPD", "elements": ["C", "C", "C", "P", "C", "C", "C", "C", "O", "N", "C", "P", "O", "O", "O", "C", "C", "C", "O", "Br", "H", "H", "H", "H", "H", "H", "H", "H", "H", "H", "H", "H", "H", "H", "H", "H", "H", "H", "Cl", "C", "C", "Cl", "H", "H", "H", "H", "Cl", "C", "C", "Cl", "H", "H", "H", "H", "Cl", "C", "C", "Cl", "H", "H", "H", "H", "Cl", "C", "C", "Cl", "H", "H", "H", "H", "Cl", "C", "C", "Cl", "H", "H", "H", "H", "Cl", "C", "C", "Cl", "H", "H", "H", "H", "Cl", "C", "C", "Cl", "H", "H", "H", "H", "Cl", "C", "C", "Cl", "H", "H", "H", "H"], "xyz": [[-4.28477, 3.48996, 4.58593], [-4.18355, 2.69692, 3.53780], [-3.52829, 3.05475, 2.24384], [-4.36186, 4.45313, 1.28881], [-4.15109, 5.94837, 2.34901], [-6.17938, 4.22308, 1.32504], [-6.64658, 2.82896, 0.93806], [-3.59337, 1.85378, 1.27133], [-4.24007, 0.84048, 1.34718], [-2.65818, 2.14595, 0.26851], [-1.68557, 3.09671, 0.78337], [-0.00066, 2.66812, 0.25047], [1.02163, 3.25709, 1.09225], [0.11062, 3.18746, -1.27016], [0.12086, 1.08925, 0.08810], [-1.98208, 3.10658, 2.30279], [-1.32546, 4.13991, 3.21468], [-0.65156, 3.41227, 4.37113], [-1.20042, 3.23065, 5.43213], [1.13839, 2.70393, 4.10836], [-3.93527, 4.50074, 4.60904], [-4.76975, 3.13314, 5.47326], [-4.62578, 1.71927, 3.61200], [-4.86021, 5.93308, 3.16619], [-4.38434, 6.81422, 1.74584], [-3.13615, 6.05588, 2.69520], [-6.62698, 4.50345, 2.27445], [-6.54345, 4.91779, 0.58004], [-7.69052, 2.80508, 0.66295], [-6.51248, 2.16980, 1.77779], [-6.08278, 2.40744, 0.11947], [-2.28611, 1.24734, -0.02526], [-1.83895, 4.09358, 0.37614], [-0.66857, 3.71702, -1.46525], [-0.05325, 0.86901, -0.83562], [-1.70549, 2.11142, 2.65109], [-0.57568, 4.72624, 2.69950], [-2.03114, 4.78265, 3.70491], [5.02753, 0.87601, 2.53992], [3.55483, 0.02378, 2.00650], [2.92492, -0.77154, 3.12171], [3.92903, -2.16664, 3.60209], [3.82305, -0.61321, 1.16568], [2.85603, 0.78445, 1.65869], [1.96801, -1.16985, 2.78946], [2.75532, -0.15977, 4.00359], [7.29459, -0.81677, -0.30003], [7.15673, -1.81634, 1.17042], [6.82400, -3.24367, 0.83334], [5.18003, -3.40664, 0.16057], [6.40353, -1.36772, 1.81222], [8.11625, -1.77445, 1.68276], [6.86455, -3.85354, 1.73493], [7.51785, -3.65543, 0.10415], [6.69237, -4.94974, 4.40582], [5.18479, -5.74316, 3.87426], [4.60796, -6.63632, 4.94011], [5.62242, -8.07095, 5.24095], [5.40215, -6.29693, 2.96474], [4.47590, -4.95166, 3.63646], [3.63162, -6.99731, 4.62232], [4.49280, -6.10517, 5.88097], [6.42819, -6.09393, -1.77139], [5.73756, -5.27245, -3.19697], [6.53858, -5.53404, -4.44426], [8.14125, -4.75479, -4.38714], [5.68129, -4.20946, -2.97578], [4.72542, -5.65283, -3.32276], [6.01628, -5.12103, -5.30425], [6.68954, -6.59829, -4.60522], [5.11619, -1.52601, -2.80611], [5.32039, -0.90333, -4.46234], [4.19303, -1.31557, -5.37241], [4.19296, -3.06643, -5.70168], [6.28089, -1.25365, -4.83242], [5.35037, 0.18284, -4.39247], [4.29084, -0.81622, -6.33404], [3.22684, -1.05925, -4.94979], [-10.04420, 1.14915, 2.25098], [-9.29349, -0.44299, 2.53060], [-8.59274, -0.51416, 3.86212], [-7.14869, 0.52717, 3.90933], [-8.60630, -0.63653, 1.71108], [-10.09240, -1.18152, 2.49770], [-8.25770, -1.53335, 4.04621], [-9.24995, -0.21349, 4.67348], [3.00783, -1.96903, -8.78624], [2.03873, -0.64246, -9.48347], [2.21939, 0.66181, -8.75234], [1.51209, 0.62504, -7.11586], [0.99797, -0.95459, -9.48166], [2.36379, -0.52640, -10.51582], [1.71189, 1.45656, -9.29562], [3.27048, 0.92266, -8.65930], [-6.48919, 1.55621, -2.54404], [-5.64412, 0.04324, -2.95417], [-4.24273, 0.01203, -2.39856], [-3.16169, 1.18712, -3.19501], [-5.65490, -0.06569, -4.03529], [-6.22052, -0.77065, -2.51832], [-3.81032, -0.97438, -2.55711], [-4.24078, 0.22673, -1.33160]], "forces_ev_per_angstrom": [[-0.24, 0.01, 0.18], [-0.01, 0.22, -0.04], [-1.11, -1.00, 0.48], [0.72, 0.77, -0.83], [-0.54, -0.45, -0.17], [-0.08, -0.40, 0.23], [0.26, -0.06, 0.20], [-0.10, 0.89, -0.15], [0.18, 0.17, -0.13], [-0.40, -1.16, 0.29], [0.72, -0.45, 0.08], [0.60, 0.77, -0.11], [0.39, 0.15, 0.61], [-0.63, -0.41, 0.23], [-0.31, -0.06, -0.18], [-0.12, 0.25, -0.53], [0.97, -0.49, 0.15], [-1.21, -0.26, 2.02], [1.06, 0.33, -1.73], [-0.17, 0.08, 0.07], [0.23, 0.33, 0.04], [-0.13, -0.08, 0.34], [0.02, -0.42, -0.17], [0.02, 0.04, 0.44], [-0.04, 0.23, -0.29], [0.23, 0.08, 0.12], [0.05, 0.10, 0.28], [0.03, 0.45, -0.20], [-0.35, 0.13, -0.04], [-0.02, -0.38, 0.28], [0.17, 0.00, -0.35], [0.18, 0.26, -0.46], [-0.30, 0.28, -0.10], [-0.05, 0.19, -0.49], [0.11, -0.36, -0.11], [0.17, -0.18, 0.18], [0.13, 0.14, -0.26], [-0.34, 0.23, 0.03], [0.00, 0.02, 0.03], [-0.11, 0.02, -0.12], [-0.14, 0.07, -0.09], [0.09, -0.01, 0.09], [0.07, -0.03, 0.03], [-0.01, 0.03, 0.07], [0.01, -0.02, -0.05], [0.09, -0.01, 0.04], [0.06, 0.09, 0.12], [0.03, 0.01, 0.08], [0.16, -0.16, 0.08], [-0.14, 0.06, 0.02], [-0.03, 0.01, -0.03], [0.03, -0.04, -0.03], [-0.05, 0.06, 0.03], [-0.06, 0.01, -0.08], [0.02, 0.01, -0.01], [-0.09, 0.05, -0.12], [-0.08, 0.01, 0.03], [0.01, -0.01, 0.02], [0.06, -0.03, 0.02], [-0.01, 0.01, 0.03], [0.01, -0.01, -0.05], [0.06, 0.00, 0.02], [0.08, -0.09, -0.01], [-0.10, 0.11, 0.02], [-0.08, -0.09, -0.08], [0.03, 0.02, 0.00], [0.05, -0.02, 0.04], [0.01, -0.04, -0.03], [0.01, 0.05, 0.04], [0.08, -0.01, 0.05], [-0.07, 0.00, -0.11], [0.03, 0.03, -0.01], [0.02, 0.17, -0.03], [-0.01, -0.09, 0.06], [0.00, -0.07, 0.01], [-0.05, 0.01, 0.00], [0.02, -0.03, -0.04], [-0.04, -0.05, 0.04], [0.01, 0.02, -0.02], [-0.04, -0.09, -0.05], [-0.02, -0.08, 0.06], [0.00, 0.00, 0.09], [0.04, 0.07, 0.00], [-0.02, 0.01, 0.04], [0.02, -0.01, -0.05], [0.00, 0.07, -0.01], [-0.07, 0.13, 0.02], [-0.01, -0.08, -0.16], [0.04, 0.06, -0.06], [0.02, -0.01, 0.05], [-0.01, -0.03, 0.07], [0.03, 0.04, 0.00], [-0.03, -0.02, -0.01], [0.01, -0.04, 0.06], [-0.02, 0.02, -0.08], [-0.01, -0.05, 0.00], [-0.02, -0.13, 0.14], [0.05, 0.02, -0.01], [0.05, 0.07, -0.02], [0.02, 0.00, 0.05], [-0.01, 0.00, -0.06], [-0.04, 0.07, 0.01]], "e_tot_ev": -329520.889, "smiles": "C=C[C@]1(P(C)CC)C(=O)N[C@H](P(=O)(O)O)[C@H]1CC(=O)Br.ClCCCl.ClCCCl.ClCCCl.ClCCCl.ClCCCl.ClCCCl.ClCCCl.ClCCCl", "fmax_ha_per_bohr": 0.04602, "lumo_ev": -0.021}